Density functional theory data (the ωB97M-V functional and the def2-TZVPD basis) for a 2-piece molecular cluster, CH3FP2 overall.

Computed properties:
* net charge: 0
* E_LUMO (spin up / spin down): -0.0473 / -0.0512 hartree
* gap between HOMO and LUMO (spin up / spin down): 8.00 / 7.59 eV
* spin multiplicity: 1
* ΔE to the lowest compared entry with this formula, charge and spin: 394.9 kJ/mol
* HOMO (spin up / spin down): -9.3 / -9.0 eV

Each atom is followed by the atoms it is bonded to, with distances in Å.
Element x y z (Å)
1 C -1.13 0.30 -0.19  F2 1.298, P3 1.680
2 F -1.85 1.33 0.13  C1 1.298
3 P -1.92 -1.18 -0.24  C1 1.680, H5 1.382
4 P 1.80 0.95 -0.36  H6 1.458, H7 1.357
5 H -0.84 -2.04 -0.16  P3 1.382
6 H 2.34 1.01 0.99  P4 1.458
7 H 1.60 -0.38 -0.18  P4 1.357


Density functional theory data (the ωB97M-V functional and the def2-TZVPD basis) for C12H11NO3S in the gas phase.

Computed properties:
* net charge: 0
* SMILES: Cc1cc(CSc2ccccc2C(=O)O)on1
* E_LUMO: 0.0129 hartree
* gap between HOMO and LUMO: 8.97 eV
* spin multiplicity: 1
* ΔE to the lowest compared entry with this formula, charge and spin: 60.1 kJ/mol
* HOMO: -8.6 eV

Each atom is followed by the atoms it is bonded to, with distances in Å.
Element x y z (Å)
1 C -4.20 -0.92 -0.47  C2 1.483, H18 1.089, H19 1.089, H20 1.086
2 C -2.89 -0.27 -0.71  C1 1.483, C3 1.418, N17 1.308
3 C -2.51 1.06 -0.38  C2 1.418, C4 1.365, H21 1.069
4 C -1.21 1.14 -0.79  C3 1.365, C5 1.473, O16 1.346
5 C -0.20 2.21 -0.66  C4 1.473, S6 1.848, H22 1.089, H23 1.088
6 S 0.61 2.15 1.00  C5 1.848, C7 1.788
7 C 1.79 0.84 0.70  S6 1.788, C8 1.387, C12 1.397
8 C 3.08 1.22 0.39  C7 1.387, C9 1.383, H24 1.079
9 C 4.05 0.28 0.12  C8 1.383, C10 1.385, H25 1.080
10 C 3.73 -1.07 0.16  C9 1.385, C11 1.381, H26 1.079
11 C 2.45 -1.46 0.47  C10 1.381, C12 1.395, H27 1.078
12 C 1.46 -0.52 0.75  C7 1.397, C11 1.395, C13 1.486
13 C 0.10 -1.00 1.12  C12 1.486, O14 1.205, O15 1.339
14 O -0.76 -0.34 1.65  C13 1.205
15 O -0.08 -2.29 0.81  C13 1.339, H28 0.970
16 O -0.84 -0.04 -1.32  C4 1.346, N17 1.359
17 N -1.89 -0.90 -1.27  C2 1.308, O16 1.359
18 H -4.99 -0.35 -0.96  C1 1.089
19 H -4.41 -0.95 0.59  C1 1.089
20 H -4.18 -1.93 -0.87  C1 1.086
21 H -3.10 1.81 0.10  C3 1.069
22 H 0.58 2.11 -1.41  C5 1.089
23 H -0.66 3.19 -0.71  C5 1.088
24 H 3.31 2.28 0.36  C8 1.079
25 H 5.06 0.60 -0.11  C9 1.080
26 H 4.48 -1.81 -0.06  C10 1.079
27 H 2.19 -2.51 0.50  C11 1.078
28 H -1.00 -2.55 1.00  O15 0.970


Density functional theory data (the ωB97M-V functional and the def2-TZVPD basis) for an isolated ion of composition C3H8NO2S and charge +1.

Computed properties:
* net charge: +1
* SMILES: [NH3+][C@H](CS)C(=O)O
* E_LUMO: -0.1331 hartree
* gap between HOMO and LUMO: 10.37 eV
* spin multiplicity: 1
* ΔE to the lowest compared entry with this formula, charge and spin: 62.8 kJ/mol
* HOMO: -14.0 eV

Each atom is followed by the atoms it is bonded to, with distances in Å.
Element x y z (Å)
1 N 1.39 -0.43 0.57  C2 1.499, H8 1.042, H9 1.017, H10 1.050
2 C 0.13 -0.27 -0.23  N1 1.499, C3 1.564, C5 1.537, H11 1.114
3 C -0.42 1.18 -0.33  C2 1.564, S4 1.819, H12 1.080, H13 1.082
4 S 0.79 2.41 0.25  C3 1.819, H14 1.419
5 C -0.93 -1.27 0.27  C2 1.537, O6 1.194, O7 1.331
6 O -0.70 -2.00 1.19  C5 1.194
7 O -2.00 -1.31 -0.52  C5 1.331, H15 0.965
8 H 1.18 -0.64 1.57  N1 1.042
9 H 2.03 -1.16 0.28  N1 1.017
10 H 1.85 0.51 0.63  N1 1.050
11 H 0.46 -0.66 -1.22  C2 1.114
12 H -0.78 1.20 -1.35  C3 1.080
13 H -1.23 1.34 0.37  C3 1.082
14 H 0.70 3.25 -0.88  S4 1.419
15 H -2.45 -2.16 -0.60  O7 0.965